(1)
C3H4ClN3 as an isolated structure in a non-equilibrium geometry, computed with ωB97M-V/def2-TZVPD.

Each line ends with the Mulliken charge.
Positions of all 11 atoms, in Å:
C (-0.8442, 0.7241, -0.1717)  -0.784
C (0.5096, 1.0092, -0.2818)  0.136
C (-1.1264, -0.6932, 0.3439)  -0.174
N (-0.2009, -1.5821, -0.1479)  -0.065
N (0.9180, -1.4263, -0.2255)  -0.009
N (1.4126, 0.2284, 0.3744)  -0.266
Cl (3.0483, 0.6143, 0.0581)  -0.103
H (-1.6262, 1.1946, -0.6821)  0.360
H (0.8697, 1.9036, -0.8021)  0.376
H (-0.8031, -0.7731, 1.4594)  0.232
H (-2.1574, -1.1996, 0.0753)  0.296

Output
- relative energy (zero: lowest compared OMol25 entry of this formula, charge and spin) (kJ/mol) = 429.7
- total energy (Ha) = -741.01717
- highest occupied orbital energy (eV) = -8.488

(2)
C2HLiO2Pd as an isolated structure in a non-equilibrium geometry, computed with ωB97M-V/def2-TZVPD.

Each line ends with the Mulliken spin population.
Positions of all 7 atoms, in Å:
O (0.9764, 0.7684, -0.0441)  0.199
C (0.8571, -0.4609, 0.0914)  0.671
Pd (0.3127, 1.7537, 1.1022)  0.944
Li (-0.7280, 1.2394, -1.0295)  0.018
H (1.1985, -1.0647, 0.9132)  0.043
C (-0.7888, -0.8736, -0.4575)  0.064
O (-1.8280, -1.3623, -0.5756)  0.060

Output
- 2S+1 = 3
- charge = +2
- total energy (Ha) = -361.73418
- highest occupied orbital energy (spin up / spin down) (eV) = -18.472 / -20.690

(3)
One molecule with the formula C7H8O in a non-equilibrium geometry, computed with ωB97M-V/def2-TZVPD.

Each line ends with the Mulliken charge.
Positions of all 16 atoms, in Å:
C (-1.6538, -0.3335, -1.6107)  -0.855
C (-1.4943, -0.6821, -0.3381)  -0.287
C (-0.3405, -0.3702, 0.4940)  1.041
C (-0.0730, -1.0777, 1.6094)  -1.124
C (0.6950, 0.5605, 0.0352)  0.499
C (0.5022, 1.7855, -0.4496)  -1.043
C (2.0650, 0.0698, 0.4245)  -0.338
O (2.9734, 0.7905, 0.7703)  -0.492
H (-0.9066, 0.2298, -2.1473)  0.313
H (-2.5309, -0.6177, -2.1676)  0.264
H (-2.2420, -1.3013, 0.1430)  0.267
H (-0.7442, -1.8576, 1.9348)  0.285
H (0.6667, -0.7978, 2.3398)  0.348
H (-0.4842, 2.1691, -0.6536)  0.384
H (1.3485, 2.4356, -0.6177)  0.314
H (2.2188, -1.0030, 0.2336)  0.424

Output
- relative energy (zero: lowest compared OMol25 entry of this formula, charge and spin) (kJ/mol) = 236.6
- total energy (Ha) = -346.68540
- highest occupied orbital energy (eV) = -9.052

(4)
A 2-piece molecular cluster, CHClFO3 overall in a non-equilibrium geometry, computed with ωB97M-V/def2-TZVPD.

Each line ends with the Mulliken charge.
Positions of all 7 atoms, in Å:
C (0.8717, -1.4055, -0.5424)  0.408
O (-3.6825, -0.2824, 0.3774)  -0.116
O (-1.7855, -0.0285, -0.7045)  -0.257
O (-3.0090, 0.2927, -0.5093)  0.360
F (0.8960, -0.5461, 0.4209)  0.004
Cl (0.2867, -0.9338, -1.9744)  0.229
H (1.3334, -2.4284, -0.3031)  0.373

Output
- relative energy (zero: lowest compared OMol25 entry of this formula, charge and spin) (kJ/mol) = 310.8
- charge = +1
- total energy (Ha) = -823.83679
- highest occupied orbital energy (spin up / spin down) (eV) = -16.164 / -16.163

(5)
A 6-piece molecular cluster, C34H31BN3O12 overall in a non-equilibrium geometry, computed with ωB97M-V/def2-TZVPD.

Each line ends with the Mulliken charge.
Positions of all 81 atoms, in Å:
N (-0.4959, -3.1154, 2.4406)  -0.001
C (-0.8849, -4.4024, 2.6183)  0.128
N (-0.2016, -5.3506, 1.9553)  -0.151
C (-1.2063, -6.0669, 1.0763)  -0.615
C (-2.1572, -6.7417, 2.0572)  -0.885
C (-2.9284, -5.6740, 2.8257)  -0.120
B (-4.0045, -4.8844, 1.9609)  0.363
O (-3.5560, -3.8904, 1.0972)  -0.422
O (-5.3397, -5.1560, 1.9968)  -0.429
N (-1.9604, -4.6878, 3.4202)  -0.203
H (-1.1766, -2.4912, 2.0302)  0.048
H (0.3995, -2.7767, 2.7698)  0.124
H (0.4903, -4.8790, 1.3801)  0.310
H (-1.7160, -5.3107, 0.4815)  0.372
H (-0.7459, -6.8014, 0.4251)  0.446
H (-2.7872, -7.4846, 1.5776)  0.437
H (-1.5146, -7.2278, 2.7916)  0.363
H (-3.4869, -6.1948, 3.6027)  0.358
H (-3.2568, -3.1203, 1.6011)  0.199
H (-5.6075, -5.3757, 1.0886)  0.320
H (-1.6487, -4.9744, 4.3454)  0.372
C (-4.3914, -0.3445, -2.5449)  -0.406
C (-3.2294, -0.2906, -1.8986)  -0.459
C (-3.1694, -0.3877, -0.4249)  0.604
O (-2.1088, -0.3399, 0.1758)  -0.672
C (-4.4449, -0.5499, 0.3062)  -0.346
C (-5.6094, -0.6096, -0.3319)  -0.405
C (-5.6739, -0.5092, -1.8142)  0.320
O (-6.7314, -0.5635, -2.3986)  -0.532
H (-4.4558, -0.2732, -3.6229)  0.444
H (-2.2862, -0.1729, -2.4156)  0.532
H (-4.3710, -0.6189, 1.3856)  0.480
H (-6.5518, -0.7324, 0.1867)  0.443
C (-2.4395, 5.5606, -3.4028)  -0.281
C (-2.7259, 4.4049, -3.9965)  -0.478
C (-2.2925, 3.1131, -3.4129)  0.423
O (-2.5519, 2.0581, -3.9545)  -0.542
C (-1.5287, 3.1553, -2.1413)  -0.270
C (-1.2418, 4.3098, -1.5470)  -0.588
C (-1.6751, 5.6034, -2.1304)  0.529
O (-1.4116, 6.6542, -1.5840)  -0.576
H (-2.7475, 6.5129, -3.8162)  0.477
H (-3.2820, 4.3528, -4.9237)  0.431
H (-1.2209, 2.2012, -1.7303)  0.488
H (-0.6849, 4.3619, -0.6201)  0.440
C (4.3198, -1.7694, 5.4246)  -0.275
C (4.7548, -2.6198, 6.3528)  -0.459
C (4.3059, -4.0360, 6.3726)  0.260
O (4.6942, -4.8115, 7.2134)  -0.505
C (3.3531, -4.4676, 5.3142)  -0.474
C (2.9262, -3.6116, 4.3921)  -0.262
C (3.3731, -2.2036, 4.3747)  0.482
O (2.9644, -1.4415, 3.5188)  -0.517
H (4.6331, -0.7337, 5.3935)  0.442
H (5.4477, -2.3241, 7.1297)  0.421
H (3.0362, -5.5027, 5.3420)  0.431
H (2.2360, -3.8972, 3.6062)  0.431
C (4.9360, 0.1140, -1.8138)  -0.414
C (6.1373, 0.2440, -1.2557)  -0.364
C (6.3355, 0.0393, 0.2011)  0.266
O (7.4267, 0.1580, 0.7124)  -0.528
C (5.1430, -0.3168, 1.0097)  -0.252
C (3.9434, -0.4460, 0.4514)  -0.318
C (3.7458, -0.2421, -1.0039)  0.360
O (2.6495, -0.3644, -1.5105)  -0.550
H (4.7708, 0.2594, -2.8737)  0.421
H (7.0180, 0.5025, -1.8295)  0.415
H (5.3055, -0.4628, 2.0700)  0.454
H (3.0638, -0.7039, 1.0271)  0.511
C (1.2032, 8.3129, -6.1365)  -0.392
C (2.3650, 8.3558, -5.4893)  -0.372
C (2.4272, 8.2425, -4.0101)  0.332
O (3.4851, 8.2820, -3.4203)  -0.541
C (1.1448, 8.0789, -3.2816)  -0.294
C (-0.0156, 8.0369, -3.9298)  -0.442
C (-0.0773, 8.1489, -5.4061)  0.284
O (-1.1385, 8.1053, -5.9937)  -0.563
H (1.1363, 8.3937, -7.2141)  0.418
H (3.3105, 8.4738, -6.0031)  0.411
H (1.2082, 7.9970, -2.2037)  0.467
H (-0.9572, 7.9204, -3.4161)  0.646

Output
- relative energy (zero: lowest compared OMol25 entry of this formula, charge and spin) (kJ/mol) = 112.6
- charge = +1
- total energy (Ha) = -2405.84630
- highest occupied orbital energy (eV) = -11.301

(6)
C41H110F3N10O14SV as an isolated structure in a non-equilibrium geometry, computed with ωB97M-V/def2-TZVPD.

Each line ends with the Mulliken spin population.
Positions of all 180 atoms, in Å:
O (4.3703, 1.9743, 0.1085)  -0.377
V (3.7885, 1.3094, 1.4748)  1.387
C (0.4167, -1.2902, -0.8435)  -0.002
F (0.5030, -0.5887, -1.9633)  0.000
F (-0.7410, -1.9403, -0.7389)  0.000
F (1.3677, -2.2029, -0.8382)  0.000
S (0.5977, 0.0547, 0.5846)  0.016
O (0.3742, -0.6253, 1.8747)  -0.004
O (1.9993, 0.5377, 0.4849)  -0.035
O (-0.4228, 1.0410, 0.2800)  -0.002
C (-0.6292, 0.5790, -5.1666)  0.000
C (-2.0754, 0.8731, -5.0070)  0.000
C (-2.4387, 2.3378, -4.7549)  0.000
O (-1.5105, 2.8973, -3.7837)  0.000
C (-1.8417, 2.5964, -2.4349)  0.000
N (-2.8494, 0.3528, -6.1229)  0.000
H (-0.2376, 1.1532, -6.0062)  0.000
H (-0.4098, -0.4664, -5.3838)  0.000
H (-0.0828, 0.8484, -4.2628)  0.000
H (-2.4846, 0.2999, -4.1751)  0.000
H (-3.4760, 2.5655, -4.5091)  0.000
H (-2.3074, 2.8785, -5.6922)  0.000
H (-2.8108, 2.9828, -2.1191)  0.000
H (-1.0914, 3.1188, -1.8415)  0.000
H (-1.6996, 1.5302, -2.2581)  0.000
H (-2.6956, -0.6448, -6.0869)  0.000
H (-3.8349, 0.4480, -5.9232)  0.000
C (-5.1840, -5.0514, 5.1908)  0.071
C (-4.6788, -5.3129, 3.7137)  0.014
C (-4.2663, -4.0721, 2.9690)  0.088
O (-3.9119, -4.2842, 1.6215)  0.009
C (-3.6867, -3.1390, 0.7986)  -0.006
N (-3.6374, -6.3079, 3.7025)  0.784
H (-5.8339, -4.1767, 5.2156)  0.000
H (-4.3653, -5.0184, 5.9097)  -0.008
H (-5.7549, -5.9323, 5.4843)  0.001
H (-5.5113, -5.7324, 3.1488)  0.092
H (-3.4156, -3.7025, 3.5415)  -0.022
H (-5.0874, -3.3820, 3.1633)  -0.001
H (-4.5312, -2.4542, 0.8762)  0.000
H (-3.5816, -3.4326, -0.2458)  0.000
H (-2.7980, -2.5451, 1.0124)  0.002
H (-4.0590, -7.1706, 4.0158)  -0.010
H (-3.1483, -6.4517, 2.8306)  -0.017
C (2.7630, -2.2108, 3.9411)  0.003
C (3.5986, -1.0745, 3.1903)  -0.022
C (3.9015, -1.6294, 1.7618)  0.016
O (4.5426, -0.5965, 1.0004)  0.009
C (4.7392, -0.9817, -0.3639)  0.008
N (2.8123, 0.1288, 3.1555)  0.026
H (2.5557, -1.9624, 4.9820)  0.000
H (3.4817, -3.0303, 3.9280)  0.000
H (1.8145, -2.5785, 3.5497)  -0.001
H (4.4730, -0.9171, 3.8219)  -0.009
H (2.9738, -1.9786, 1.3084)  0.004
H (4.5326, -2.5171, 1.7185)  0.003
H (5.3061, -1.9114, -0.4116)  0.001
H (5.1787, -0.2807, -1.0735)  -0.003
H (3.7235, -1.1648, -0.7145)  0.000
H (1.8951, -0.0710, 2.7827)  -0.001
H (2.5036, 0.2671, 4.1071)  0.002
C (-3.8346, -0.3701, -1.6849)  0.000
C (-4.3642, 0.5020, -0.5659)  0.000
C (-5.8287, 0.2325, -0.2870)  0.000
O (-6.7035, 0.5594, -1.4191)  0.000
C (-6.7747, 1.9132, -1.7716)  0.000
N (-3.5038, 0.4230, 0.6157)  0.000
H (-3.9684, -1.3565, -1.2408)  0.000
H (-2.8113, -0.2660, -2.0456)  0.000
H (-4.5207, -0.3360, -2.5312)  0.000
H (-4.4268, 1.5304, -0.9218)  0.000
H (-6.2161, 0.8248, 0.5420)  0.000
H (-6.1130, -0.7999, -0.0838)  0.000
H (-7.4998, 2.0574, -2.5726)  0.000
H (-5.8107, 2.2825, -2.1215)  0.000
H (-7.0214, 2.5330, -0.9096)  0.000
H (-2.6060, 0.8488, 0.4352)  0.000
H (-3.2873, -0.5201, 0.9050)  0.000
C (1.3620, -5.1526, -9.1532)  0.000
C (0.6069, -4.3908, -8.1056)  0.000
C (1.5398, -3.7808, -6.9242)  0.000
O (0.6395, -3.2775, -5.9042)  0.000
C (1.2166, -2.8232, -4.6868)  0.000
N (0.1747, -3.1626, -8.7681)  0.000
H (2.0060, -5.8755, -8.6523)  0.000
H (2.0939, -4.5020, -9.6319)  0.000
H (0.6654, -5.6148, -9.8526)  0.000
H (-0.1464, -5.0070, -7.6147)  0.000
H (2.2554, -3.0623, -7.3239)  0.000
H (2.1569, -4.5836, -6.5206)  0.000
H (1.7511, -3.6283, -4.1827)  0.000
H (0.3975, -2.4381, -4.0794)  0.000
H (1.9632, -2.0510, -4.8724)  0.000
H (0.0820, -2.3561, -8.1672)  0.000
H (1.0064, -2.9076, -9.2813)  0.000
C (-1.9192, 1.7094, 3.6757)  0.000
C (-1.8251, 0.4598, 4.5838)  0.000
C (-2.8631, -0.6731, 4.1979)  0.003
O (-2.7667, -1.7972, 5.0714)  0.000
C (-2.9563, -1.5215, 6.4652)  0.000
N (-0.5133, -0.1107, 4.4101)  0.000
H (-1.5360, 1.3828, 2.7089)  0.000
H (-1.2633, 2.5272, 3.9739)  0.000
H (-2.9561, 2.0392, 3.7394)  0.000
H (-2.0424, 0.7509, 5.6115)  0.000
H (-2.6684, -1.0939, 3.2114)  -0.001
H (-3.8824, -0.2930, 4.2662)  0.000
H (-3.9617, -1.1817, 6.7139)  0.000
H (-2.1230, -0.9581, 6.8849)  0.000
H (-2.8612, -2.5068, 6.9216)  0.000
H (-0.6218, -0.9666, 4.9352)  0.000
H (-0.4843, -0.4994, 3.4784)  0.001
C (4.1247, 4.8785, 1.7220)  0.013
C (3.2027, 4.1223, 2.6851)  -0.012
C (2.1937, 5.0172, 3.4402)  0.002
O (1.2928, 4.1561, 4.1875)  0.000
C (0.4782, 4.8547, 5.1815)  0.000
N (2.4568, 3.0660, 1.9598)  -0.061
H (4.6082, 5.7882, 2.0779)  0.000
H (3.5654, 5.1724, 0.8337)  0.001
H (4.8295, 4.1108, 1.4026)  0.002
H (3.8542, 3.6899, 3.4444)  -0.002
H (1.6829, 5.6761, 2.7380)  0.001
H (2.8016, 5.6503, 4.0866)  0.000
H (-0.3044, 4.1909, 5.5489)  0.000
H (0.1282, 5.8386, 4.8691)  0.000
H (1.1427, 5.1363, 5.9983)  0.000
H (1.7316, 3.4866, 1.3966)  0.027
H (1.9225, 2.7494, 2.7563)  0.004
C (-0.8979, 5.3783, 0.9640)  0.000
C (0.0211, 5.3428, -0.1917)  -0.001
C (0.9425, 6.5495, -0.1117)  0.000
O (0.2368, 7.8607, -0.1832)  0.000
C (1.0282, 9.0321, -0.3819)  0.000
N (0.7807, 4.0929, -0.2152)  0.003
H (-1.5268, 6.2679, 0.9301)  0.000
H (-0.2623, 5.3261, 1.8479)  0.000
H (-1.5702, 4.5221, 1.0185)  0.000
H (-0.5841, 5.4729, -1.0889)  0.000
H (1.6529, 6.4659, -0.9342)  0.000
H (1.5660, 6.6000, 0.7809)  0.000
H (2.0668, 8.8106, -0.1360)  0.000
H (0.6602, 9.9107, 0.1480)  0.000
H (0.9711, 9.3699, -1.4166)  0.000
H (1.1679, 4.0698, -1.1478)  -0.001
H (0.1110, 3.3407, -0.2904)  0.001
C (3.7807, 4.0601, -2.8534)  0.001
C (2.7063, 3.1700, -3.2738)  -0.001
C (2.6186, 1.8398, -2.5392)  0.000
O (3.8107, 1.0855, -2.5249)  0.000
C (4.2578, 0.5547, -3.7046)  0.000
N (1.4323, 3.8369, -3.0419)  0.000
H (3.6556, 4.9338, -3.4931)  0.000
H (4.8034, 3.7588, -3.0802)  0.000
H (3.7172, 4.3711, -1.8106)  -0.001
H (2.7806, 3.0333, -4.3526)  0.000
H (1.7853, 1.2529, -2.9254)  0.001
H (2.4050, 2.0076, -1.4835)  0.005
H (3.4797, 0.0276, -4.2567)  0.000
H (5.0628, -0.1280, -3.4322)  0.000
H (4.7338, 1.3666, -4.2545)  0.000
H (0.7244, 3.3143, -3.5377)  0.000
H (1.3925, 4.7182, -3.5336)  0.000
C (1.0004, -4.5579, 1.5208)  0.000
C (1.4162, -5.9589, 2.0139)  0.000
C (2.3248, -5.8189, 3.1892)  0.000
O (3.5589, -5.3751, 2.6074)  0.000
C (4.6898, -5.4811, 3.4336)  0.000
N (0.2103, -6.6925, 2.3853)  0.001
H (1.8139, -3.8588, 1.3266)  0.000
H (0.4222, -4.1359, 2.3428)  -0.001
H (0.4786, -4.5263, 0.5643)  0.000
H (1.9209, -6.4432, 1.1780)  0.000
H (2.3957, -6.7546, 3.7438)  0.000
H (1.8896, -5.1504, 3.9321)  0.000
H (5.2250, -6.4203, 3.2932)  0.000
H (4.4338, -5.3544, 4.4855)  0.000
H (5.3598, -4.6471, 3.2245)  0.000
H (-0.5557, -6.4900, 1.7590)  0.000
H (-0.1636, -6.1918, 3.1787)  0.000

Output
- 2S+1 = 3
- charge = +2
- total energy (Ha) = -4870.02579
- highest occupied orbital energy (spin up / spin down) (eV) = -11.423 / -11.423